Entry 1:
Formula: C5H10Cl2NO
Source: OMol25
Level of theory: ωB97M-V/def2-TZVPD

Last column: natural (NBO) charge in e.
Cartesian coordinates (Å):
1 C 1.3003 -0.3921 -1.1616  -0.62
2 C -0.1460 -0.5323 -0.7213  -0.28
3 C -0.5633 -1.8962 -0.2428  -0.61
4 C -0.3790 0.5642 0.2909  0.35
5 N 0.3013 0.2906 1.5904  -0.74
6 O -1.7568 1.0324 0.5525  -0.44
7 C -0.9038 1.9880 0.0556  0.15
8 Cl -1.2128 2.8245 -1.4094  0.13
9 Cl -0.3397 3.1566 1.2691  0.01
10 H 2.1129 -0.5689 -0.3794  0.19
11 H 1.5739 0.5492 -1.4719  0.23
12 H 1.4730 -1.0770 -1.9212  0.24
13 H -0.7679 -0.2069 -1.5811  0.27
14 H 0.0906 -2.3241 0.5201  0.20
15 H -0.4966 -2.4959 -1.0919  0.25
16 H -1.6122 -1.5434 0.1703  0.23
17 H 0.8109 -0.5181 1.2844  0.45
18 H -0.4162 0.0243 2.2878  0.47
19 H 0.9314 1.1252 1.9596  0.49

ΔE to the lowest compared entry with this formula, charge and spin in kJ/mol: 110.2
Net charge: +1
Maximum force in eV/Å: 3.91
E_HOMO in eV: -15.13
Calculated total energy in eV: -33920.7921
Structure (SMILES): CC(C)[C@]1([NH3+])OC1(Cl)Cl


Entry 2:
Formula: C3H4GaO4
Source: OMol25
Level of theory: ωB97M-V/def2-TZVPD

Last column: Mulliken charge in e.
Cartesian coordinates (Å):
1 C -0.0527 1.2160 0.4852  0.47
2 C 0.7007 0.7422 -0.7512  -0.44
3 O 0.7274 -0.6925 -0.6911  -0.21
4 C -0.0771 -1.1708 0.2078  1.02
5 O -1.2246 1.7900 0.2399  0.03
6 O -0.1743 -2.3774 0.4377  -0.09
7 O -0.7449 -0.2828 0.8704  -0.50
8 Ga 0.3009 -3.7824 -0.1235  0.96
9 H 0.5234 1.5464 1.3576  0.42
10 H 1.7392 1.0865 -0.7613  0.36
11 H 0.1741 1.0403 -1.6639  0.38
12 H -1.8921 0.8846 0.3924  0.61

Net charge: +3
Maximum force in eV/Å: 9.71
E_HOMO (spin up / spin down) in eV: -27.06 / -25.61
Calculated total energy in eV: -63699.0542


Entry 3:
Formula: C22H23BiN2O7
Source: OMol25
Level of theory: ωB97M-V/def2-TZVPD

Last column: natural (NBO) charge in e.
Cartesian coordinates (Å):
1 Bi -1.2830 0.6395 0.4692  1.91
2 C -0.2168 -2.0581 1.1047  -0.29
3 C -1.5724 -1.5983 1.3651  -0.56
4 C -2.3929 -2.0942 0.2666  -0.34
5 H -1.9475 -1.2326 2.3219  0.25
6 C -1.5661 -2.8628 -0.5744  -0.27
7 C -0.2425 -2.8475 -0.0537  -0.24
8 H 0.6116 -3.3848 -0.4787  0.22
9 H 0.6335 -1.9358 1.7788  0.24
10 H -3.4726 -1.9828 0.1906  0.21
11 H -1.8846 -3.4305 -1.4508  0.21
12 C 1.3350 1.0504 -1.8214  -0.38
13 C 1.7918 -0.2981 -1.7321  -0.36
14 C 1.0541 -1.0718 -2.6751  -0.35
15 H 2.5756 -0.6677 -1.0720  0.20
16 C 0.1535 -0.1999 -3.3554  -0.37
17 C 0.3325 1.1106 -2.8320  -0.38
18 H -0.2001 2.0088 -3.1438  0.18
19 H 1.7149 1.8887 -1.2422  0.22
20 H 1.1387 -2.1451 -2.8233  0.18
21 H -0.5525 -0.4947 -4.1325  0.17
22 O -2.8465 1.6763 1.6038  -0.85
23 C -3.9814 0.2563 -3.0627  0.04
24 C -4.5993 0.7676 -1.9788  -0.44
25 C -3.8374 -1.2292 -3.2533  -0.65
26 C -3.4194 1.1592 -4.1266  -0.65
27 C -3.9318 1.7789 0.9362  -0.10
28 H -4.9768 0.1172 -1.1953  0.19
29 H -4.6826 1.8447 -1.8381  0.19
30 H -4.1605 2.7057 0.3895  0.12
31 H -4.6899 0.9994 1.0288  0.12
32 H -4.3748 -1.5694 -4.1526  0.20
33 H -4.2295 -1.7738 -2.3886  0.21
34 H -2.7876 -1.5341 -3.3653  0.24
35 H -4.0772 1.1832 -5.0062  0.20
36 H -2.4278 0.8408 -4.4736  0.24
37 H -3.3081 2.1831 -3.7528  0.22
38 O 1.2130 2.6053 1.0166  -0.62
39 C 1.2740 1.6095 1.7340  0.80
40 O 0.2787 0.7575 1.9691  -0.88
41 C 2.5429 1.1639 2.3995  -0.14
42 C 2.9837 -0.1431 2.1910  -0.21
43 C 4.1717 -0.5919 2.7992  -0.02
44 C 4.8774 0.2288 3.6807  -0.16
45 C 4.3916 1.5156 3.9337  0.00
46 C 3.2479 2.0091 3.2629  -0.21
47 N 5.0728 2.3343 4.8994  0.41
48 O 6.0836 1.8663 5.4675  -0.57
49 O 4.6371 3.4785 5.1354  -0.56
50 N 4.6740 -1.8822 2.4103  0.51
51 O 4.0201 -2.5410 1.5680  -0.41
52 O 5.7426 -2.2814 2.9117  -0.42
53 H 2.4242 -0.8154 1.5431  0.24
54 H 5.7798 -0.1365 4.1614  0.26
55 H 2.9054 3.0236 3.4429  0.24

Net charge: -2
Maximum force in eV/Å: 2.75
E_HOMO (spin up / spin down) in eV: -0.17 / -1.58
Calculated total energy in eV: -46331.1742


Entry 4:
Formula: C13H23N2O3OsP
Source: OMol25
Level of theory: ωB97M-V/def2-TZVPD

Last column: natural (NBO) charge in e.
Cartesian coordinates (Å):
1 C 1.3074 3.3940 -0.7948  -0.17
2 C -0.0107 3.1124 -0.4524  -0.16
3 C -0.4661 1.8552 -0.0100  -0.09
4 C 0.5565 0.8994 0.1792  -0.20
5 C 1.8978 1.1231 -0.2538  -0.11
6 C 2.2743 2.3938 -0.6905  -0.16
7 C -1.9177 1.7642 0.4126  -0.44
8 C -3.0942 0.9143 -0.1901  -0.27
9 N -2.9777 -0.0746 -1.2397  0.04
10 Os 0.9668 -0.5040 1.5905  0.91
11 C 2.9138 0.0006 -0.2666  -0.68
12 P 2.0182 -1.6526 0.0588  1.05
13 H -0.7261 3.9384 -0.5191  0.23
14 H 3.3139 2.5782 -0.9480  0.24
15 H 1.5788 4.3877 -1.1517  0.25
16 H 3.7318 0.1230 0.4589  0.27
17 H 3.3170 -0.1621 -1.2704  0.26
18 H -1.9493 1.5315 1.4869  0.28
19 H -2.3106 2.7844 0.3213  0.25
20 H -3.5531 0.3499 0.6405  0.24
21 C 3.1364 -2.7830 0.8697  -0.97
22 C 1.7518 -2.1138 -1.6645  -0.94
23 H -3.8186 1.6631 -0.5525  0.28
24 C -2.0880 0.1905 -2.3509  -0.47
25 C -2.7799 -1.4347 -0.7116  -0.46
26 H 1.2058 -0.9926 3.2854  0.10
27 H -2.6216 0.1785 -3.3130  0.29
28 H -1.6095 1.1673 -2.2575  0.25
29 H -1.3218 -0.5909 -2.3991  0.23
30 H -3.0381 -2.2275 -1.4348  0.26
31 H -1.7110 -1.5391 -0.4420  0.24
32 H -3.3895 -1.5977 0.1852  0.25
33 H 2.7389 -2.3106 -2.1126  0.28
34 H 1.1219 -3.0088 -1.7054  0.27
35 H 1.2654 -1.2967 -2.2137  0.26
36 H 4.1628 -2.4328 0.6945  0.28
37 H 2.8748 -2.8028 1.9483  0.26
38 H 2.9609 -3.7739 0.4229  0.28
39 H 1.0846 -1.6858 2.9143  0.04
40 O -1.3275 -1.0414 4.3808  -0.21
41 N -1.8073 -0.3710 3.5296  0.74
42 O -2.8541 0.2089 3.3877  -0.24
43 O -0.8073 -0.1622 2.1779  -0.75

ΔE to the lowest compared entry with this formula, charge and spin in kJ/mol: 0.0
Net charge: +2
Maximum force in eV/Å: 5.30
2S+1: 5
⟨S²⟩: 6.028
E_HOMO (spin up / spin down) in eV: -14.95 / -15.20
Calculated total energy in eV: -34706.2332


Entry 5:
Formula: C32H64O8
Source: OMol25
Level of theory: ωB97M-V/def2-TZVPD

Last column: Mulliken charge in e.
Cartesian coordinates (Å):
1 C -0.2540 4.6528 0.0175  -0.58
2 C 0.2180 3.9888 -1.1945  0.47
3 C 1.6260 4.4458 -1.3955  -0.60
4 O 1.8210 5.3268 -0.2715  -0.54
5 C 1.0510 4.8258 0.7585  0.03
6 H -0.8990 4.0778 0.5665  0.14
7 H -0.7860 5.5268 -0.0075  0.56
8 H -0.4370 4.2658 -1.9765  0.51
9 H 0.3560 2.9428 -1.0045  -0.88
10 H 1.6900 4.9788 -2.4075  0.31
11 H 2.3920 3.6928 -1.4215  0.22
12 H 1.0980 5.5888 1.4845  0.63
13 H 1.3250 3.7778 1.2295  -0.22
14 C 0.3530 -0.1582 -0.0455  1.97
15 C -0.8080 0.9158 0.0965  1.64
16 C -2.0220 0.1628 0.3235  0.01
17 O -1.5230 -0.9532 0.9505  -0.44
18 C -0.4390 -1.4172 0.1865  0.13
19 H 1.1430 -0.2172 0.6525  -1.43
20 H 0.7670 -0.1492 -1.1905  -0.40
21 H -0.7980 1.5918 -0.9035  -0.88
22 H -0.4340 1.5978 0.9375  -0.61
23 H -2.7820 0.1568 -0.5155  -0.34
24 H -2.5480 0.7498 1.0945  0.32
25 H -0.8280 -1.9422 -0.7365  0.18
26 H 0.2580 -1.9752 1.0395  -0.38
27 C 2.6090 -3.9062 2.8985  -0.76
28 C 1.9650 -4.4612 1.6675  -0.46
29 C 2.3400 -3.5412 0.4805  -0.33
30 O 2.2970 -2.3062 1.0795  -0.43
31 C 2.8510 -2.4252 2.5575  -0.34
32 H 3.4240 -4.3542 3.2725  0.51
33 H 2.0730 -3.8042 3.9065  0.25
34 H 1.0440 -4.3782 1.4805  0.17
35 H 2.0620 -5.6882 1.6285  0.26
36 H 1.7110 -3.7572 -0.4175  0.17
37 H 3.3270 -3.7892 0.1655  0.34
38 H 2.3410 -1.6882 3.0665  0.49
39 H 3.9640 -2.1552 2.4915  0.19
40 C -3.9960 -4.1352 0.3915  -0.46
41 C -4.9420 -5.2972 0.6495  -0.56
42 C -3.9930 -6.3692 1.2135  -0.53
43 O -2.6600 -5.9692 0.8975  -0.40
44 C -2.5780 -4.5292 0.9135  0.18
45 H -4.2590 -3.0362 0.7385  0.22
46 H -4.1750 -3.9832 -0.6825  0.27
47 H -5.1970 -5.6202 -0.4395  0.17
48 H -5.7950 -5.2482 1.1595  0.44
49 H -4.1230 -7.3382 0.9725  0.39
50 H -3.9630 -6.4372 2.4275  0.19
51 H -1.8190 -4.3652 0.1065  -0.02
52 H -2.3210 -4.3102 2.0765  0.12
53 C -3.9690 1.2848 -3.7095  -0.65
54 C -3.1630 2.5228 -3.2575  0.01
55 C -4.0310 3.0358 -2.0785  -0.12
56 O -5.3300 2.4278 -2.2375  -0.47
57 C -5.0350 1.0848 -2.7135  -0.21
58 H -3.4480 0.3598 -3.8735  0.36
59 H -4.5970 1.3508 -4.7605  0.25
60 H -3.1150 3.2948 -4.2295  0.29
61 H -2.0910 2.1278 -2.9145  -0.08
62 H -3.9970 4.0708 -1.9255  0.45
63 H -3.4830 2.9248 -1.0305  -0.20
64 H -5.9710 0.7458 -3.2445  0.32
65 H -4.5880 0.4248 -1.9475  0.04
66 C 3.1350 1.0638 0.9555  1.23
67 C 4.2060 1.1738 1.9215  -1.20
68 C 5.4550 1.2998 1.1115  -0.61
69 O 5.1540 0.2858 0.1715  -0.53
70 C 3.8250 0.4248 -0.2275  0.32
71 H 2.6940 2.0208 0.5595  -0.67
72 H 2.4790 0.4068 1.6115  0.10
73 H 4.1180 0.4548 2.6455  0.35
74 H 4.1930 2.0188 2.5325  0.43
75 H 6.3040 1.1298 1.7605  0.42
76 H 5.4610 2.2518 0.7655  0.37
77 H 3.2620 -0.5672 -0.3995  -0.35
78 H 3.6930 1.0378 -1.1755  0.28
79 C 1.8550 -2.0032 -3.9845  -0.29
80 C 2.4660 -3.2852 -3.6115  -0.46
81 C 3.4010 -3.5742 -4.7535  -0.50
82 O 3.4020 -2.4292 -5.5695  -0.45
83 C 2.9400 -1.2602 -4.7955  -0.32
84 H 1.4480 -1.3542 -3.1835  -0.10
85 H 1.0780 -2.3462 -4.4715  0.41
86 H 1.9120 -4.1582 -3.4845  0.56
87 H 3.0850 -3.3942 -2.7525  0.06
88 H 3.1640 -4.4552 -5.3935  0.25
89 H 4.4860 -3.7192 -4.4475  0.24
90 H 2.5840 -0.3322 -5.2015  0.40
91 H 3.7000 -1.0242 -4.0335  0.22
92 C -0.5970 4.4028 4.2685  -0.31
93 C -1.5860 3.4518 4.8255  -0.90
94 C -2.1080 2.9508 3.4395  -0.30
95 O -1.9910 3.9068 2.5015  -0.44
96 C -1.2480 5.0238 3.0915  0.01
97 H 0.3790 3.9728 3.9965  0.19
98 H -0.4020 4.9788 5.2405  0.32
99 H -2.3760 3.8208 5.5405  0.28
100 H -1.2970 2.6688 5.3805  0.51
101 H -3.0440 2.4418 3.6845  0.31
102 H -1.6460 2.0818 3.0635  0.20
103 H -1.8150 5.9258 3.2415  0.33
104 H -0.6730 5.4908 2.1315  -0.26

ΔE to the lowest compared entry with this formula, charge and spin in kJ/mol: 1260.6
Net charge: 0
Maximum force in eV/Å: 7.98
E_HOMO in eV: -9.37
Calculated total energy in eV: -50585.0992
Structure (SMILES): C1CCOC1.C1CCOC1.C1CCOC1.C1CCOC1.C1CCOC1.C1CCOC1.C1CCOC1.C1CCOC1


Entry 6:
Formula: H4O2
Source: OMol25
Level of theory: ωB97M-V/def2-TZVPD

Last column: natural (NBO) charge in e.
Cartesian coordinates (Å):
1 O -2.6232 16.3941 -15.4247  -0.42
2 H -3.1880 16.8497 -16.0489  0.51
3 H -3.0545 15.5517 -15.2813  0.50
4 O -3.0360 12.7547 -16.3360  -0.58
5 H -2.2375 13.2064 -16.6092  0.49
6 H -2.7252 11.9890 -15.8529  0.51

ΔE to the lowest compared entry with this formula, charge and spin in kJ/mol: 139.3
Net charge: +1
Maximum force in eV/Å: 1.37
2S+1: 2
⟨S²⟩: 0.758
E_HOMO (spin up / spin down) in eV: -20.23 / -16.67
Calculated total energy in eV: -4147.6639